# 1
{"formula": "C11H18", "method": "ωB97M-V with the def2-TZVPD basis set", "energy_ev": -11696.53086, "charge": 0, "e_above_lowest_kcal_mol": 63.40, "gap_ev": 10.0, "smiles": "Cc1ccccc1.CC(C)C", "lumo_ev": 0.99, "symbols": ["C", "C", "C", "C", "C", "C", "C", "H", "H", "H", "H", "H", "H", "H", "H", "C", "C", "C", "C", "H", "H", "H", "H", "H", "H", "H", "H", "H", "H"], "coordinates": [[1.922648, 1.587459, -0.889259], [2.229204, 0.382581, -0.125365], [3.250886, 0.264875, 0.824324], [3.497595, -0.994271, 1.419070], [2.908124, -2.170841, 0.939995], [1.814902, -2.012812, 0.032205], [1.637441, -0.815576, -0.525411], [1.103582, 2.075808, -0.418804], [1.925743, 1.541516, -1.928031], [2.735712, 2.285916, -0.497976], [3.862592, 1.210902, 1.008601], [4.475956, -1.040724, 2.067644], [3.175326, -3.211823, 1.329974], [1.253612, -2.893877, -0.320120], [1.118661, -0.731785, -1.527324], [-2.686042, 0.330413, -1.541229], [-2.358368, 0.638053, -0.110332], [-3.565259, 1.130631, 0.590816], [-1.855366, -0.664352, 0.695185], [-3.529867, -0.409310, -1.413422], [-1.830193, -0.172049, -1.918863], [-2.941993, 1.079995, -2.140768], [-1.495866, 1.437859, -0.127379], [-4.433776, 1.112786, -0.077162], [-3.728971, 0.735475, 1.583885], [-3.399055, 2.137304, 0.622870], [-2.034284, -1.554878, -0.066570], [-0.763125, -0.597289, 0.762431], [-2.289806, -0.681990, 1.751003]], "atomic_forces_ev_per_a": [[2.50, 2.41, 3.38], [1.22, -2.42, 0.06], [-0.46, 1.00, 0.09], [3.17, -0.03, 0.10], [-1.32, -0.33, 1.02], [1.79, -2.82, 1.10], [-1.54, 2.15, -2.79], [-1.42, 0.29, -0.32], [-0.25, -0.21, -1.68], [-0.65, -0.32, -1.25], [-0.76, -1.61, 0.24], [-2.22, -0.12, -1.04], [-0.33, 1.79, -0.50], [0.48, 0.49, 0.10], [-0.20, -0.27, 1.47], [0.02, -4.56, 3.06], [2.50, -0.34, 1.13], [-1.09, -0.04, -0.61], [0.18, 0.14, -2.08], [0.71, 0.57, -0.88], [0.67, -0.62, -0.93], [-1.17, 3.37, -2.24], [-1.49, -1.37, 0.41], [-0.26, -0.71, 0.48], [-0.29, -0.04, -0.01], [0.02, 3.08, 0.94], [-0.06, 1.26, 2.26], [-0.19, -0.20, 0.24], [0.45, -0.54, -1.74]]}

# 2
{"formula": "C11H18", "method": "ωB97M-V with the def2-TZVPD basis set", "energy_ev": -11697.55034, "charge": 0, "e_above_lowest_kcal_mol": 39.89, "gap_ev": 10.0, "smiles": "Cc1ccccc1.CC(C)C", "lumo_ev": 0.96, "symbols": ["C", "C", "C", "C", "C", "C", "C", "H", "H", "H", "H", "H", "H", "H", "H", "C", "C", "C", "C", "H", "H", "H", "H", "H", "H", "H", "H", "H", "H"], "coordinates": [[0.121693, 2.492537, 1.080776], [0.489111, 2.055685, -0.316813], [-0.457809, 2.230892, -1.341149], [-0.337471, 1.691385, -2.633525], [0.851441, 0.997116, -2.780527], [1.885287, 0.853174, -1.859126], [1.698895, 1.469060, -0.641809], [-0.584163, 3.300545, 1.049983], [0.928737, 2.944515, 1.636211], [-0.317618, 1.664632, 1.621732], [-1.370055, 2.681914, -0.919679], [-1.106199, 1.960095, -3.305676], [1.018519, 0.499664, -3.767404], [2.753715, 0.341239, -2.252208], [2.520723, 1.679246, 0.022519], [-0.958194, -1.670239, 2.363611], [-0.573475, -1.460543, 0.841531], [0.828525, -1.992575, 0.775038], [-1.591190, -2.274739, 0.051785], [-1.774375, -0.956178, 2.512772], [-0.165829, -1.432430, 3.048833], [-1.565738, -2.604823, 2.455521], [-0.533173, -0.386466, 0.495685], [1.080740, -2.984802, 1.172140], [1.081927, -2.049427, -0.320669], [1.566960, -1.451828, 1.375270], [-2.459385, -2.457479, 0.787914], [-1.896555, -1.915531, -0.931117], [-1.135046, -3.224650, -0.221623]], "atomic_forces_ev_per_a": [[0.35, 0.36, -0.53], [-0.65, 0.34, -0.88], [-0.87, -0.47, 1.43], [1.36, 0.92, 3.29], [-0.03, -1.45, -3.09], [-1.20, 0.66, -0.79], [0.91, 0.41, 0.53], [-0.75, 0.23, -0.18], [0.65, -0.37, 0.24], [0.01, -0.16, 0.32], [0.12, 0.06, -0.99], [-0.34, -0.42, -1.15], [-0.10, 0.46, 0.77], [0.25, 0.13, 0.64], [0.27, -0.71, 0.44], [-2.33, 1.25, -1.75], [0.25, -0.20, 1.85], [1.60, -0.66, -1.94], [-0.75, -0.60, 0.65], [0.07, 0.35, 0.51], [0.26, -0.45, 0.41], [1.52, 0.20, 0.38], [-0.28, -0.99, 0.68], [-1.18, -0.35, -0.11], [0.54, 0.27, 1.00], [-0.16, 0.85, -0.58], [0.85, 0.15, -1.89], [-0.28, 0.62, 0.31], [-0.10, -0.43, 0.42]]}

# 3
{"formula": "C11H18", "method": "ωB97M-V with the def2-TZVPD basis set", "energy_ev": -11695.15673, "charge": 0, "e_above_lowest_kcal_mol": 95.09, "gap_ev": 9.8, "smiles": "c1ccccc1.CCCCC", "lumo_ev": 0.93, "symbols": ["C", "C", "C", "C", "C", "C", "H", "H", "H", "H", "H", "H", "C", "C", "C", "C", "C", "H", "H", "H", "H", "H", "H", "H", "H", "H", "H", "H", "H"], "coordinates": [[1.411519, 1.979874, -0.488567], [2.540603, 1.246433, -0.749550], [2.737562, 0.254250, -1.608206], [1.624623, -0.126955, -2.380033], [0.421731, 0.343378, -1.959763], [0.261934, 1.520954, -1.055419], [1.413503, 2.838157, 0.215234], [3.478397, 1.238851, -0.039013], [3.680189, -0.278950, -1.696614], [1.674571, -0.796677, -3.269027], [-0.488404, -0.091051, -2.549420], [-0.739800, 1.815354, -0.591001], [-3.065063, 0.511049, -0.298566], [-1.671855, 0.430131, 0.271768], [-1.252616, -0.872330, 0.989067], [0.225375, -0.900861, 1.383767], [0.569240, -1.913536, 2.479507], [-3.115172, -0.199154, -1.327205], [-3.826602, 0.201749, 0.563750], [-3.131681, 1.557761, -0.714609], [-1.368303, 1.280277, 0.839826], [-1.129752, 0.297727, -0.729646], [-1.787334, -0.986489, 1.997444], [-1.561028, -1.717167, 0.438816], [0.503485, 0.131772, 1.743056], [0.748916, -1.098165, 0.460223], [0.459827, -2.882439, 1.866745], [1.555104, -1.902024, 2.928873], [-0.168970, -1.881917, 3.278563]], "atomic_forces_ev_per_a": [[-0.86, 0.95, 0.45], [4.96, 0.34, 3.86], [-0.63, -1.63, -2.32], [0.32, -0.62, -0.47], [-2.96, 1.76, -1.25], [-0.01, -1.04, -0.93], [0.05, -0.80, -0.49], [-1.87, 1.20, -1.10], [-0.10, 0.27, 0.05], [0.03, 0.30, 1.07], [1.41, 1.05, 1.34], [2.39, 0.60, -2.16], [-1.29, -1.27, -0.65], [0.33, -3.90, -2.16], [-1.01, 1.31, 3.20], [0.27, 1.67, 0.53], [-0.90, -1.76, -2.06], [-0.29, 1.58, 3.10], [0.94, 0.93, -2.36], [-0.78, -0.99, 0.66], [0.09, 0.53, 0.45], [-0.97, 0.13, 2.64], [0.12, 0.30, -1.21], [-0.17, -1.11, -0.92], [-0.19, -0.81, -0.52], [0.80, 0.04, -0.09], [0.18, 0.75, 1.61], [0.25, 0.33, -0.28], [-0.08, -0.13, 0.01]]}

# 4
{"formula": "C11H18", "method": "ωB97M-V with the def2-TZVPD basis set", "energy_ev": -11689.11252, "charge": 1, "e_above_lowest_kcal_mol": 31.73, "multiplicity": 2, "gap_ev": [9.5, 5.7], "s_squared": 0.77, "lumo_ev": [-4.37, -8.17], "symbols": ["C", "C", "C", "C", "C", "C", "C", "H", "H", "H", "H", "H", "H", "H", "H", "C", "C", "C", "C", "H", "H", "H", "H", "H", "H", "H", "H", "H", "H"], "coordinates": [[-3.852009, -0.882030, -0.296916], [0.022595, -1.945334, 0.857533], [-0.308056, -2.103285, -0.480931], [-0.888518, -1.454507, 1.837799], [-1.659998, -1.871641, -0.729058], [-2.163466, -1.012946, 1.577267], [-2.524403, -1.251376, 0.213030], [1.074816, -1.854152, 1.132972], [0.257731, -2.711377, -1.204025], [-0.453199, -1.304049, 2.820623], [-2.063246, -2.021301, -1.754332], [-2.927602, -0.997808, 2.338673], [-3.635834, 0.112546, -0.802955], [-4.566449, -0.540877, 0.486867], [-4.471085, -1.509965, -0.921147], [2.055410, 1.182432, -0.264837], [2.512752, 1.999198, 0.964041], [0.613148, 1.503026, -0.675057], [2.996812, 1.270629, -1.451811], [2.011496, 0.149899, 0.139929], [1.899692, 1.538415, 1.745148], [2.408036, 3.083173, 1.004440], [0.275256, 2.532115, -0.560196], [0.406391, 1.399720, -1.760623], [-0.164059, 0.974943, -0.079463], [4.023876, 1.257016, -1.071519], [2.764109, 0.527894, -2.226976], [2.800222, 2.258537, -1.916351], [3.555582, 1.671106, 1.077877]], "atomic_forces_ev_per_a": [[-1.08, 2.33, 1.16], [1.49, 1.77, -0.25], [-2.28, -1.86, -0.13], [-0.17, 1.09, 1.04], [1.49, 0.22, -1.77], [1.01, -2.44, -1.31], [-1.61, -0.23, 0.41], [-0.16, -0.82, 0.11], [0.18, 0.96, 0.40], [-0.27, -0.38, 0.14], [0.28, 0.04, 0.88], [0.03, 1.08, 0.12], [-0.27, -0.92, -0.11], [0.74, -0.34, -0.08], [0.70, -0.46, -0.63], [-0.99, 0.18, 0.14], [0.02, -1.58, -0.22], [-1.26, 0.32, -0.51], [-0.46, 0.94, 0.03], [0.36, 0.18, -0.43], [0.34, 0.55, 0.54], [-0.01, -0.12, -0.49], [0.66, 0.47, 0.42], [0.21, -0.72, 0.51], [0.50, -0.15, -0.41], [-0.06, -0.27, -0.57], [0.39, 0.01, 0.33], [0.42, -0.38, 0.11], [-0.18, 0.53, 0.59]]}

# 5
{"formula": "C11H18AsF6N4PdSSeSi", "method": "ωB97M-V with the def2-TZVPD basis set", "energy_ev": -182345.56908, "charge": 0, "e_above_lowest_kcal_mol": 30.16, "multiplicity": 2, "gap_ev": [5.9, 6.2], "s_squared": 0.81, "lumo_ev": [-2.75, -2.33], "symbols": ["Pd", "C", "C", "N", "N", "C", "N", "S", "C", "C", "C", "C", "C", "N", "H", "H", "H", "H", "H", "H", "H", "H", "H", "C", "Si", "C", "C", "Se", "H", "H", "H", "H", "H", "H", "H", "H", "H", "F", "As", "F", "F", "F", "F", "F"], "coordinates": [[1.306411, 0.001382, -0.656636], [0.726311, -2.443618, 3.146864], [0.570711, -1.744818, 1.828564], [1.525011, -1.016018, 1.337664], [2.630911, -0.815018, 2.032664], [3.697611, -0.329218, 1.444664], [4.787211, -0.143018, 2.211564], [3.865711, 0.037482, -0.230736], [-0.650889, -1.910518, 1.056764], [-1.637789, -2.812818, 1.471464], [-2.738989, -3.026518, 0.666364], [-2.863189, -2.311318, -0.513536], [-1.875689, -1.387218, -0.823236], [-0.798589, -1.195118, -0.075536], [1.691111, -2.177418, 3.570264], [0.683411, -3.524418, 3.021164], [-0.065789, -2.145118, 3.832764], [4.750511, -0.326418, 3.197864], [5.600811, 0.286182, 1.810264], [-1.541189, -3.345718, 2.404364], [-3.495989, -3.738318, 0.954764], [-3.699789, -2.457418, -1.178436], [-1.961189, -0.790518, -1.724536], [-2.104689, 1.833682, 0.594864], [-0.973489, 3.015582, -0.404136], [-0.869589, 4.634582, 0.610464], [-1.453489, 3.330282, -2.229136], [1.273411, 2.343782, -0.369936], [-3.065889, 2.307882, 0.770364], [-1.653889, 1.641382, 1.566364], [-2.288189, 0.879782, 0.111164], [-1.802089, 5.187582, 0.594264], [-0.081289, 5.279982, 0.236664], [-0.629789, 4.413882, 1.645464], [-2.337289, 3.956182, -2.313336], [-1.634289, 2.410082, -2.779136], [-0.630289, 3.843782, -2.720236], [1.417411, -2.008718, -1.934736], [1.122911, -1.132018, -3.497336], [0.825211, -0.279618, -4.978336], [2.366411, 0.025182, -2.955836], [-0.048589, 0.024382, -2.684336], [2.271511, -2.155018, -4.275536], [-0.210689, -2.237118, -3.772936]], "atomic_forces_ev_per_a": [[1.25, -1.13, 1.38], [0.16, 0.18, -0.05], [1.16, 0.36, 0.35], [-0.99, 0.37, -1.21], [1.04, 0.01, 1.29], [-0.84, -0.25, 0.00], [0.14, 0.05, -0.09], [-1.64, 0.45, -0.77], [-0.87, -0.09, -0.57], [0.36, 0.24, -0.05], [-0.14, 0.18, -0.27], [0.13, -0.07, 0.27], [-0.12, -0.10, -0.31], [0.29, 0.14, 0.15], [-0.11, -0.05, 0.03], [-0.03, -0.07, -0.03], [-0.06, -0.01, 0.03], [-0.07, -0.07, 0.02], [-0.02, 0.02, 0.07], [0.09, -0.04, 0.00], [-0.08, -0.10, 0.06], [-0.05, 0.04, -0.04], [0.16, -0.03, 0.07], [0.49, 0.36, -0.56], [-0.39, -0.02, 0.21], [0.23, -0.63, -0.48], [0.16, -0.19, 0.83], [-0.01, 0.15, 0.43], [-0.18, 0.19, -0.03], [0.13, -0.01, 0.07], [0.03, 0.03, -0.07], [-0.25, 0.07, -0.13], [0.11, 0.18, -0.14], [0.02, -0.17, 0.17], [-0.18, 0.11, 0.08], [0.05, -0.17, 0.04], [0.12, 0.06, -0.02], [-0.30, 0.83, -0.47], [-0.41, -0.05, -0.69], [0.18, -0.29, 0.73], [-0.64, -0.73, -0.69], [0.69, -0.85, -0.24], [-0.34, 0.36, 0.43], [0.75, 0.73, 0.20]]}

# 6
{"formula": "C11H18BCl2INO3", "method": "ωB97M-V with the def2-TZVPD basis set", "energy_ev": -53156.73485, "charge": -1, "gap_ev": 7.3, "lumo_ev": 2.16, "symbols": ["C", "C", "B", "N", "C", "O", "O", "C", "C", "C", "C", "I", "C", "C", "Cl", "C", "C", "Cl", "O", "H", "H", "H", "H", "H", "H", "H", "H", "H", "H", "H", "H", "H", "H", "H", "H", "H", "H"], "coordinates": [[-0.001468, -4.619943, 0.251924], [-0.637337, -3.283396, -0.324057], [-0.237699, -1.937765, 0.550738], [0.299515, -2.316414, 1.990515], [-0.655460, -2.395792, 2.720035], [-1.549207, -2.822425, 3.341902], [0.756282, -1.234221, -0.314957], [0.093494, -0.031245, -0.710623], [0.976191, 1.189625, -1.139173], [2.170312, 0.825225, -2.089194], [2.659568, 2.144869, -2.807965], [4.186723, 3.152380, -1.619528], [-0.680834, 0.287753, 0.640747], [-1.882463, 1.310837, 0.392814], [-3.512104, 0.520357, 0.710469], [-1.843006, 2.622436, 1.266022], [-0.491794, 2.911044, 1.979441], [-2.108410, 4.032233, 0.082538], [-1.374338, -0.994542, 0.761353], [1.031256, -4.468410, 0.651430], [0.094423, -5.358752, -0.588503], [-0.696519, -4.987770, 1.048503], [-1.753711, -3.393453, -0.290395], [-0.345821, -3.167606, -1.403155], [-0.552095, -0.374401, -1.571672], [0.283782, 1.916137, -1.647819], [1.370002, 1.665609, -0.209617], [2.989409, 0.419892, -1.450451], [1.793879, 0.093335, -2.842729], [3.015901, 1.945947, -3.849682], [1.802642, 2.854983, -2.915881], [-0.112494, 0.301548, 1.598262], [-1.878163, 1.568230, -0.688930], [-2.731952, 2.628112, 1.928106], [0.410052, 2.733311, 1.355741], [-0.448179, 3.985362, 2.295987], [-0.440377, 2.276911, 2.897805]], "atomic_forces_ev_per_a": [[-0.34, 0.39, -0.82], [-0.34, -0.77, 0.62], [-0.13, -0.91, -1.49], [0.31, 1.19, 0.00], [0.92, -2.09, -0.62], [-1.08, 0.65, 1.27], [0.47, 1.75, 0.24], [1.15, 0.02, 1.30], [0.14, -0.78, 0.08], [-0.55, 1.17, 0.47], [-0.84, -0.72, -0.49], [-0.49, -0.24, -0.56], [-3.50, -2.14, -1.64], [0.62, 0.19, 0.72], [0.51, 0.72, -0.27], [0.57, 0.01, -0.93], [-0.38, 0.28, 0.60], [-0.11, -0.28, 0.44], [1.52, 0.39, -0.44], [-0.91, -0.01, -0.13], [-0.27, 0.26, 0.89], [0.90, -0.02, -0.54], [0.75, -0.07, -0.18], [-0.22, 0.08, 0.93], [-0.22, 1.02, 0.89], [0.62, -0.52, 0.45], [-0.15, -0.20, -0.73], [-0.66, -0.12, -0.83], [0.57, 0.42, 0.48], [0.24, 0.25, 1.09], [0.86, -0.43, 0.28], [0.26, 1.08, -1.04], [-0.14, -0.15, 0.89], [0.83, 0.16, -0.29], [-0.81, -0.05, 0.26], [-0.20, -0.94, -0.20], [0.11, 0.41, -0.71]]}